ORCA calculation (ωB97M-V with the def2-TZVPD basis set) on a structure of composition C24H42NP3SeV at a distorted geometry.

Its charge is +4. The LUMO energy (spin up / spin down) is -15.01 / -15.01 eV. For the orbital gap (spin up / spin down), the calculation gives 4.37 / 4.38 eV. As for the total energy: -145917.404 eV. Its highest occupied orbital energy (spin up / spin down) is -19.4 / -19.4 eV. Its spin multiplicity is 2.

Each line ends with the Löwdin spin population.
Geometry (Å):
V: 0.52 -1.05 0.85  0.602
P: 1.12 -0.38 2.96  0.029
P: 2.44 -0.72 -0.62  0.022
P: -1.73 -1.58 1.10  0.021
H: -0.75 -0.75 -4.42  0.000
C: -1.42 -0.26 -3.70  0.000
C: -1.46 1.20 -3.96  0.000
H: -0.71 1.63 -4.60  0.000
C: 1.60 -1.66 4.18  -0.002
C: 2.58 0.72 2.94  0.006
C: -0.14 0.56 3.88  0.019
C: 2.08 -1.25 -2.33  -0.002
C: 3.03 0.99 -0.84  0.006
C: 3.97 -1.64 -0.23  0.010
C: -2.44 -2.21 -0.45  0.000
C: -2.86 -0.22 1.56  0.008
C: -2.12 -2.90 2.30  0.004
H: -2.41 -0.74 -3.74  0.000
H: -2.29 1.79 -3.58  0.000
H: 1.96 -1.15 5.09  -0.001
H: 2.40 -2.29 3.77  -0.001
H: 0.75 -2.29 4.43  0.000
H: 2.89 0.94 3.97  0.001
H: 2.32 1.66 2.44  0.000
H: 3.41 0.24 2.41  0.000
H: 0.30 0.92 4.82  0.002
H: -1.01 -0.08 4.10  0.000
H: -0.48 1.42 3.29  0.000
H: 2.95 -1.02 -2.97  0.000
H: 1.20 -0.72 -2.71  0.000
H: 1.89 -2.33 -2.37  0.000
H: 3.92 0.99 -1.48  0.001
H: 3.28 1.43 0.14  0.000
H: 2.24 1.60 -1.30  0.000
H: 4.70 -1.51 -1.04  0.001
H: 3.74 -2.71 -0.10  0.005
H: 4.41 -1.27 0.71  0.000
H: -3.49 -2.50 -0.28  0.000
H: -1.88 -3.08 -0.81  0.000
H: -2.40 -1.43 -1.23  0.000
H: -3.89 -0.59 1.50  0.002
H: -2.73 0.62 0.87  0.000
H: -2.65 0.13 2.58  0.000
H: -3.19 -3.14 2.24  0.000
H: -1.87 -2.57 3.31  0.000
H: -1.53 -3.80 2.06  0.002
C: 0.47 -4.62 -0.24  0.022
C: 0.06 -4.35 -1.55  0.013
C: -0.39 -5.41 -2.35  0.002
C: -0.41 -6.72 -1.85  0.024
C: 0.01 -6.97 -0.53  -0.002
C: 0.45 -5.92 0.27  0.016
Se: 1.20 -3.20 0.97  0.198
H: -1.01 -0.48 -2.65  0.000
H: 0.08 -3.33 -1.94  0.000
H: -0.72 -5.22 -3.37  0.000
H: -0.75 -7.53 -2.48  0.001
H: 0.00 -7.99 -0.14  0.000
H: 0.79 -6.10 1.30  0.000
N: -0.08 0.74 0.13  0.003
C: -0.36 1.87 -0.03  -0.002
C: -0.57 3.24 -0.24  0.000
C: -0.45 4.16 0.83  -0.003
C: -0.64 5.52 0.60  0.000
C: -0.93 5.97 -0.69  -0.005
C: -1.04 5.07 -1.76  0.000
C: -0.87 3.70 -1.54  -0.002
H: -0.20 3.79 1.83  0.000
H: -0.57 6.23 1.43  0.000
H: -1.07 7.04 -0.87  0.000
H: -1.27 5.42 -2.77  0.000
H: -0.95 2.98 -2.36  0.000



ORCA calculation (ωB97M-V with the def2-TZVPD basis set) on a cluster of 7 separate species, C24H42O17S2 in total at a distorted geometry.

Its charge is 0. The LUMO energy is 0.25 eV. For the energy relative to the best compared isomer or geometry (same formula, charge and spin), the calculation gives 18.6 kcal per mole. For the orbital gap, the calculation gives 9.35 eV. As for the total energy: -82046.718 eV. Its highest occupied orbital energy is -9.1 eV. Its spin multiplicity is 1.

Each line ends with the Mulliken charge.
Geometry (Å):
C: 2.05 -2.30 -2.81  -0.774
C: 3.50 -2.50 -2.47  0.361
C: 4.52 -1.92 -3.44  0.063
O: 5.43 -1.17 -2.62  -0.364
C: 4.98 -1.16 -1.35  0.653
O: 5.56 -0.69 -0.43  -0.555
O: 3.75 -1.70 -1.29  -0.317
H: 1.68 -1.28 -2.75  0.093
H: 1.47 -2.99 -2.20  0.005
H: 1.81 -2.71 -3.80  0.455
H: 3.68 -3.56 -2.27  0.244
H: 4.06 -1.21 -4.13  -0.144
H: 4.99 -2.72 -4.01  0.294
C: -3.80 0.40 -2.22  -1.038
C: -3.82 1.54 -3.21  0.724
C: -2.60 1.64 -4.13  -0.090
O: -3.17 2.04 -5.37  -0.386
C: -4.48 1.74 -5.38  0.542
O: -5.18 1.77 -6.33  -0.537
O: -4.88 1.36 -4.16  -0.416
H: -3.97 -0.57 -2.67  0.261
H: -4.39 0.59 -1.33  0.483
H: -2.77 0.35 -1.83  -0.198
H: -3.97 2.48 -2.67  0.280
H: -2.02 0.71 -4.04  0.107
H: -1.93 2.45 -3.85  0.211
C: -1.07 1.55 2.17  -1.077
C: 0.02 1.49 1.13  0.915
C: 0.55 0.07 0.90  -0.438
O: 0.49 -0.13 -0.51  -0.058
C: -0.10 0.91 -1.08  0.175
O: -0.36 0.98 -2.25  -0.590
O: -0.52 1.81 -0.16  -0.411
H: -1.75 0.70 2.07  0.096
H: -1.78 2.38 2.08  0.379
H: -0.63 1.57 3.17  -0.021
H: 0.87 2.10 1.43  0.260
H: 0.03 -0.73 1.44  0.293
H: 1.57 0.01 1.28  0.380
C: 3.08 0.64 7.02  -1.354
C: 3.28 1.08 5.58  0.481
C: 2.81 0.10 4.48  -0.395
O: 2.22 1.00 3.53  -0.046
C: 1.94 2.17 4.12  0.524
O: 1.32 3.05 3.61  -0.546
O: 2.42 2.19 5.37  -0.376
H: 3.31 1.47 7.68  0.336
H: 3.63 -0.24 7.33  0.386
H: 2.03 0.34 7.15  0.255
H: 4.34 1.27 5.41  0.246
H: 2.06 -0.59 4.87  0.157
H: 3.57 -0.45 3.94  0.347
C: -0.60 -3.33 -0.77  -1.662
C: -1.80 -2.38 -0.86  1.748
C: -3.13 -3.02 -1.22  -0.502
O: -4.03 -2.25 -0.41  -0.356
C: -3.38 -1.67 0.60  0.625
O: -3.90 -1.10 1.51  -0.561
O: -2.06 -1.92 0.48  -0.302
H: -0.44 -3.86 -1.71  0.443
H: -0.75 -4.06 0.03  0.404
H: 0.27 -2.72 -0.54  0.133
H: -1.58 -1.52 -1.49  -0.545
H: -3.21 -4.08 -0.99  0.291
H: -3.40 -2.83 -2.26  0.359
C: 0.92 0.75 -6.49  -0.712
S: 2.49 0.70 -5.55  0.624
O: 3.48 1.32 -6.50  -0.703
C: 2.06 2.06 -4.41  -0.398
H: 0.87 1.66 -7.09  0.366
H: 0.07 0.65 -5.83  -0.021
H: 0.98 -0.08 -7.20  0.362
H: 1.59 2.92 -4.88  0.407
H: 2.99 2.29 -3.90  0.377
H: 1.29 1.69 -3.74  -0.226
C: -2.01 0.01 7.44  -1.002
S: -2.06 -0.42 5.66  0.393
O: -0.65 -0.31 5.14  -0.493
C: -2.84 1.19 5.25  -0.936
H: -1.44 0.94 7.44  0.284
H: -1.49 -0.73 8.04  0.338
H: -3.04 0.11 7.79  0.387
H: -2.11 2.00 5.30  0.316
H: -3.68 1.36 5.91  0.416
H: -3.21 1.27 4.23  0.272



ORCA calculation (ωB97M-V with the def2-TZVPD basis set) on a structure of composition C24H43BiN2OP3 at a distorted geometry.

Its charge is +3. The LUMO energy is -10.37 eV. For the energy relative to the best compared isomer or geometry (same formula, charge and spin), the calculation gives 0.0 kcal per mole. For the orbital gap, the calculation gives 3.82 eV. As for the total energy: -64293.057 eV. Its highest occupied orbital energy is -14.2 eV. Its spin multiplicity is 1.

Each line ends with the Mulliken charge.
Geometry (Å):
Bi: -0.67 -0.32 0.59  1.301
P: -1.14 2.27 0.47  0.415
P: -2.79 -1.11 -1.13  0.521
P: 2.06 -0.32 1.11  0.456
H: 0.09 -2.15 -2.93  0.377
C: 0.83 -2.48 -2.20  -0.641
C: 0.60 -3.48 -1.35  -0.596
H: -0.34 -4.04 -1.35  0.328
C: -0.54 2.97 -1.11  -0.824
C: -2.95 2.49 0.64  -0.999
C: -0.25 2.99 1.89  -0.989
C: -2.98 -2.78 -1.87  -1.255
C: -4.41 -0.92 -0.26  -1.179
C: -3.03 -0.04 -2.60  -1.196
C: 3.10 -1.80 0.90  -1.242
C: 2.27 0.16 2.87  -1.227
C: 2.94 0.97 0.15  -1.496
H: 1.74 -1.87 -2.16  0.385
H: 1.28 -3.73 -0.54  0.283
H: -0.73 4.05 -1.22  0.497
H: -1.01 2.47 -1.96  0.284
H: 0.54 2.83 -1.24  0.131
H: -3.25 3.54 0.77  0.515
H: -3.35 1.94 1.49  0.291
H: -3.49 2.10 -0.23  0.270
H: -0.48 4.05 2.05  0.531
H: 0.84 2.90 1.77  0.278
H: -0.48 2.46 2.82  0.298
H: -3.87 -2.80 -2.51  0.454
H: -3.10 -3.52 -1.07  0.359
H: -2.09 -3.02 -2.47  0.339
H: -5.21 -0.84 -1.01  0.432
H: -4.41 -0.03 0.38  0.243
H: -4.58 -1.82 0.35  0.404
H: -3.89 -0.41 -3.17  0.490
H: -2.13 -0.11 -3.23  0.361
H: -3.19 1.00 -2.31  0.339
H: 4.15 -1.59 1.14  0.454
H: 3.03 -2.18 -0.12  0.322
H: 2.75 -2.60 1.58  0.401
H: 3.32 0.36 3.09  0.433
H: 1.93 -0.67 3.50  0.402
H: 1.67 1.05 3.11  0.292
H: 4.00 0.99 0.43  0.580
H: 2.52 1.97 0.31  0.534
H: 2.87 0.74 -0.91  0.388
C: 3.68 3.89 -2.77  0.553
C: 3.99 4.66 -3.92  -0.735
C: 4.74 4.05 -4.94  -0.329
C: 5.24 2.75 -4.80  -0.586
C: 5.07 2.09 -3.58  -0.300
C: 4.39 2.71 -2.54  -0.422
O: 2.57 4.06 -1.94  -0.399
H: 2.12 4.94 -2.05  0.305
H: 3.63 5.69 -4.03  0.355
H: 4.95 4.59 -5.87  0.366
H: 5.75 2.26 -5.63  0.393
H: 5.45 1.08 -3.43  0.390
H: 4.30 2.24 -1.55  0.420
N: -2.57 -1.14 4.40  0.022
C: -2.03 -0.46 3.38  -0.576
N: -1.54 -1.31 2.45  -0.022
C: -1.81 -2.62 2.91  0.264
C: -1.60 -3.86 2.30  -0.564
C: -2.05 -4.99 2.99  -0.733
C: -2.69 -4.89 4.24  -0.502
C: -2.91 -3.63 4.83  -1.012
C: -2.45 -2.52 4.13  0.863
H: -2.99 -0.71 5.22  0.279
H: -1.99 0.63 3.32  0.465
H: -1.10 -3.89 1.33  0.485
H: -1.91 -6.00 2.57  0.429
H: -3.02 -5.81 4.74  0.423
H: -3.40 -3.50 5.80  0.426



ORCA calculation (ωB97M-V with the def2-TZVPD basis set) on a structure of composition C24H43Br3Cu2NO8 at a distorted geometry.

Its charge is +2. The LUMO energy (spin up / spin down) is -6.44 / -8.80 eV. For the orbital gap (spin up / spin down), the calculation gives 4.21 / 4.99 eV. As for the total energy: -342837.013 eV. Its highest occupied orbital energy (spin up / spin down) is -10.6 / -13.8 eV. Its spin multiplicity is 4.

Each line ends with the Löwdin spin population.
Geometry (Å):
Cu: 0.67 1.22 -2.44  0.141
Cu: -1.35 -0.82 -4.67  0.013
C: 1.96 -3.23 3.57  0.000
C: 2.81 -2.08 4.12  0.001
C: 3.02 -0.97 3.01  0.001
C: 3.82 0.24 3.38  0.000
N: 3.93 1.22 2.23  0.000
C: 4.85 2.39 2.58  0.000
C: 4.39 3.53 1.65  0.000
C: 2.82 3.38 1.75  0.001
C: 2.56 1.90 2.01  0.002
C: 4.40 0.60 0.86  0.000
H: 1.48 -3.68 4.43  0.000
H: 2.67 -4.04 3.35  0.000
H: 1.44 -2.92 2.66  0.000
H: 3.79 -2.48 4.36  0.000
H: 2.40 -1.64 5.03  0.000
H: 2.02 -0.72 2.67  0.001
H: 3.66 -1.49 2.30  0.000
H: 4.82 -0.11 3.64  0.000
H: 3.52 0.72 4.31  0.000
H: 5.93 2.29 2.57  0.000
H: 4.56 2.56 3.62  0.000
H: 4.76 3.42 0.63  0.000
H: 4.65 4.57 1.87  0.000
H: 2.34 3.64 0.81  0.000
H: 2.51 4.03 2.57  0.000
H: 2.24 1.24 1.20  0.000
H: 1.86 1.56 2.77  0.002
H: 4.21 1.36 0.11  0.000
H: 3.72 -0.22 0.63  0.000
H: 5.45 0.30 0.89  0.000
O: 1.49 -0.29 -0.97  0.031
C: 0.31 -0.94 -0.55  0.059
C: -1.17 -0.61 -1.20  0.104
O: -1.34 -0.19 -2.51  0.617
H: 0.30 -0.86 0.54  0.003
H: 0.44 -2.01 -0.72  0.002
H: -1.78 0.08 -0.62  0.022
H: -1.77 -1.51 -1.05  0.047
O: -1.05 2.74 -2.70  0.007
C: -2.17 3.18 -2.44  0.002
O: -2.50 3.55 -1.27  0.006
C: -3.81 4.04 -1.13  0.009
C: -4.21 4.41 -2.63  0.001
C: -3.36 3.34 -3.34  0.000
H: -3.63 4.98 -0.61  0.000
H: -4.54 3.50 -0.53  0.007
H: -3.93 5.46 -2.73  0.000
H: -5.27 4.18 -2.77  0.000
H: -3.04 3.68 -4.32  0.000
H: -3.81 2.35 -3.35  0.000
O: -0.29 -2.59 -4.09  -0.001
C: 0.22 -3.47 -3.34  0.000
O: -0.52 -4.48 -2.89  0.000
C: 0.05 -5.19 -1.75  0.000
C: 1.50 -4.58 -1.68  0.000
C: 1.67 -3.58 -2.79  0.000
H: 0.09 -6.26 -1.92  0.000
H: -0.47 -4.95 -0.82  0.000
H: 2.17 -5.44 -1.69  0.000
H: 1.59 -3.99 -0.77  0.000
H: 2.26 -3.98 -3.62  0.000
H: 1.93 -2.54 -2.64  0.000
O: -6.47 0.51 -0.25  0.004
C: -5.80 -0.25 -0.92  0.002
O: -5.89 -0.24 -2.28  0.001
C: -4.99 -1.07 -2.89  0.002
C: -4.81 -2.21 -1.81  0.000
C: -4.89 -1.44 -0.50  0.004
H: -4.05 -0.55 -3.06  0.001
H: -5.26 -1.20 -3.93  0.000
H: -3.85 -2.66 -2.08  0.000
H: -5.51 -3.04 -1.81  0.000
H: -3.93 -1.08 -0.11  0.004
H: -5.15 -2.07 0.35  0.000
C: -1.18 2.32 2.70  0.359
Br: -2.61 1.86 1.33  1.092
Br: -0.74 0.67 3.74  0.136
Br: -1.87 3.88 3.71  0.302
H: -0.27 2.76 2.30  0.012